Here is 2 unconnected molecules or ions with the total composition CH2N2O2 from the Open Molecules 2025 dataset. Energies are from the ωB97M-V functional and the def2-TZVPD basis.

## Properties
Energy relative to the best compared isomer or geometry (same formula, charge and spin): 121.5 kcal/mol
E_tot: -299.14322 Eh
LUMO level (alpha / beta): 0.5 / 0.5 eV
HOMO (alpha / beta): -8.8 / -8.8 eV

Atoms and positions in Å:
C: 1.532 -0.136 -0.525
N: -1.749 -0.165 -0.232
N: 0.753 -0.893 0.029
O: 2.211 0.667 -1.035
O: -1.899 1.053 0.128
H: -1.892 1.196 1.145
H: 1.044 -1.722 0.490

natural (NBO) population analysis, charges in e, atoms 1 to 5: C 0.8681; N 0.0118; N -0.7773; O -0.4996; O -0.4788



Here is 2 unconnected molecules or ions with the total composition CH2N2O2 from the Open Molecules 2025 dataset. Energies are from the ωB97M-V functional and the def2-TZVPD basis.

## Properties
Energy relative to the best compared isomer or geometry (same formula, charge and spin): 102.4 kcal/mol
SMILES: O=NO.C#N
E_tot: -299.17363 Eh
LUMO level: 0.6 eV
HOMO: -10.2 eV

Atoms and positions in Å:
C: 1.818 0.840 0.331
N: 1.615 0.025 -0.444
N: -1.465 -0.066 -0.307
O: -2.437 0.259 0.286
O: -1.061 -1.358 -0.098
H: 1.839 1.671 1.047
H: -0.309 -1.371 -0.814

natural (NBO) population analysis, charges in e, atoms 1 to 5: C 0.1017; N -0.3485; N 0.3244; O -0.2958; O -0.5313



Here is a single CH2N2O2 molecule from the Open Molecules 2025 dataset. Energies are from the ωB97M-V functional and the def2-TZVPD basis.

## Properties
Energy relative to the best compared isomer or geometry (same formula, charge and spin): 82.3 kcal/mol
SMILES: O=CNN=O
E_tot: -299.20564 Eh
LUMO level: -0.2 eV
HOMO: -10.1 eV

Atoms and positions in Å:
C: 0.717 -0.224 -0.709
N: -1.331 0.270 0.245
N: -0.073 -0.099 0.404
O: 0.287 -0.525 -1.778
O: -1.869 0.712 1.227
H: 1.828 -0.079 -0.646
H: 0.441 -0.055 1.257

natural (NBO) population analysis, charges in e, atoms 1 to 5: C 0.5090; N 0.2772; N -0.4731; O -0.5065; O -0.3273



Here is a single CH2N2O2 molecule from the Open Molecules 2025 dataset. Energies are from the ωB97M-V functional and the def2-TZVPD basis.

## Properties
Energy relative to the best compared isomer or geometry (same formula, charge and spin): 85.1 kcal/mol
Multiplicity: 3
E_tot: -299.05888 Eh
LUMO level (alpha / beta): 0.7 / -1.3 eV
HOMO (alpha / beta): -9.0 / -9.8 eV

Atoms and positions in Å:
C: -0.267 -0.211 -0.388
N: -1.531 0.002 -0.662
N: 1.492 0.361 1.100
O: 0.331 0.583 0.557
O: -2.259 0.940 -0.532
H: 0.284 -1.216 -0.554
H: 1.949 -0.459 0.477

natural (NBO) population analysis, charges in e, atoms 1 to 5: C 0.1729; N 0.0687; N -0.1820; O -0.3095; O -0.1879



Here is a single CH2N2O2S molecule from the Open Molecules 2025 dataset. Energies are from the ωB97M-V functional and the def2-TZVPD basis.

## Properties
Energy relative to the best compared isomer or geometry (same formula, charge and spin): 127.4 kcal/mol
E_tot: -697.34797 Eh
LUMO level: -0.2 eV
HOMO: -10.7 eV

Atoms and positions in Å:
C: 1.532 0.505 0.828
N: 2.395 1.445 0.785
N: -1.491 -0.102 -0.655
O: 0.332 -0.287 1.235
O: 1.157 -0.458 -1.124
S: -0.029 -0.942 -0.424
H: -1.612 0.654 -0.035
H: -2.284 -0.815 -0.610

natural (NBO) population analysis, charges in e, atoms 1 to 5: C 0.4766; N -0.3450; N -1.0353; O -0.6579; O -0.8452



Here is a molecular structure, CH2N2O2S2 from the Open Molecules 2025 dataset. Energies are from the ωB97M-V functional and the def2-TZVPD basis.

## Properties
Energy relative to the best compared isomer or geometry (same formula, charge and spin): 81.6 kcal/mol
E_tot: -1095.51979 Eh
LUMO level: -3.2 eV
HOMO: -11.1 eV

Atoms and positions in Å:
C: -4.231 0.267 0.030
N: -5.008 -0.552 -0.050
N: 0.129 0.030 -0.131
O: -1.911 -1.093 1.174
O: -1.889 -1.025 -1.229
S: -2.222 1.488 0.056
S: -1.539 -0.359 -0.017
H: 0.727 -0.644 0.446
H: 0.409 0.312 -1.037

natural (NBO) population analysis, charges in e, atoms 1 to 5: C 0.1951; N -0.3628; N -1.0813; O -0.8882; O -0.9113



Here is a gas-phase ion, CH2N2O3P (charge -1) from the Open Molecules 2025 dataset. Energies are from the ωB97M-V functional and the def2-TZVPD basis.

## Properties
Energy relative to the best compared isomer or geometry (same formula, charge and spin): 38.5 kcal/mol
SMILES: N#C[P@@](=O)([O-])ON
Total charge: -1
E_tot: -715.93645 Eh
LUMO level: 4.3 eV
HOMO: -5.3 eV

Atoms and positions in Å:
C: 1.105 -1.633 -0.174
N: 1.534 -2.669 -0.079
N: -1.672 0.945 -0.449
O: -0.007 0.354 1.691
O: 1.996 0.870 -0.351
O: -0.389 0.460 -1.068
P: 0.781 0.152 0.049
H: -1.403 1.491 0.427
H: -1.945 0.030 -0.046

natural (NBO) population analysis, charges in e, atoms 1 to 5: C -0.0921; N -0.3603; N -0.5089; O -1.1262; O -1.0959



Here is 2 unconnected molecules or ions with the total composition CH2N2O3S from the Open Molecules 2025 dataset. Energies are from the ωB97M-V functional and the def2-TZVPD basis.

## Properties
Energy relative to the best compared isomer or geometry (same formula, charge and spin): 33.1 kcal/mol
Total charge: -2
E_tot: -772.63403 Eh
LUMO level: 6.6 eV
HOMO: 0.6 eV

Atoms and positions in Å:
C: 0.561 -1.388 -1.103
N: 0.226 0.051 -1.270
N: 0.697 0.683 1.296
O: 1.778 -1.579 -0.927
O: -0.395 -2.149 -1.151
O: -2.237 2.223 1.072
S: 0.264 1.076 -0.168
H: 1.000 -0.329 1.460
H: -1.895 1.413 0.791

natural (NBO) population analysis, charges in e, atoms 1 to 5: C 0.8479; N -0.8869; N -1.0888; O -0.7924; O -0.7499